Molecular formula: C47H50BCrN9O3Te
Method: DFT, wB97M-V/def2-TZVPD

E_LUMO (spin up / spin down) ... -0.00186 / -0.02828 hartree
HOMO-LUMO gap (spin up / spin down) ... 7.11 / 6.86 eV
Spin multiplicity ... 5
Energy relative to the best compared isomer or geometry (same formula, charge and spin) ... 2.9 kJ/mol

Each line ends with the Mulliken charge.
Atoms and positions in Å:
1 Cr -0.04 -0.42 -0.21  -0.430
2 C -3.61 -0.33 0.80  0.363
3 C -2.86 -1.60 0.70  0.727
4 C -3.43 -2.88 0.69  -1.884
5 C -2.37 -3.74 0.54  -0.276
6 N -1.24 -3.02 0.50  0.727
7 N -1.53 -1.71 0.58  0.576
8 B 0.15 -3.59 0.16  -0.361
9 N 1.24 -2.84 0.95  0.537
10 C 2.18 -3.44 1.69  -0.343
11 C 2.80 -2.48 2.45  -2.029
12 C 2.16 -1.27 2.10  0.706
13 C 2.42 0.00 2.84  -1.367
14 N 1.24 -1.51 1.16  1.492
15 N 0.37 -3.35 -1.32  0.257
16 C 0.67 -4.21 -2.31  0.075
17 C 0.62 -3.50 -3.49  -1.778
18 C 0.27 -2.20 -3.13  0.660
19 C 0.05 -1.07 -4.07  -0.994
20 N 0.13 -2.12 -1.81  0.082
21 N 0.21 -5.05 0.58  0.772
22 C -0.23 -5.52 1.77  -0.274
23 C 0.19 -6.82 1.89  -1.388
24 C 0.92 -7.07 0.71  0.717
25 C 1.64 -8.31 0.34  -1.343
26 N 0.92 -5.99 -0.06  -1.206
27 H -4.68 -0.53 0.69  0.580
28 H -3.28 0.37 0.04  -0.776
29 H -3.43 0.15 1.77  -0.926
30 H -4.47 -3.13 0.76  0.561
31 H -2.37 -4.81 0.46  0.682
32 H 2.36 -4.49 1.64  0.533
33 H 3.59 -2.60 3.16  0.587
34 H 2.21 -0.18 3.90  0.473
35 H 1.79 0.80 2.49  -0.033
36 H 3.46 0.29 2.75  0.555
37 H 0.89 -5.23 -2.08  0.628
38 H 0.80 -3.87 -4.48  0.495
39 H -0.15 -1.46 -5.06  0.504
40 H 0.94 -0.44 -4.13  0.183
41 H -0.78 -0.45 -3.75  0.000
42 H -0.80 -4.91 2.44  0.551
43 H 0.01 -7.50 2.70  0.435
44 H 1.05 -9.19 0.57  0.368
45 H 2.57 -8.36 0.91  0.244
46 H 1.89 -8.32 -0.72  0.339
47 C -2.79 1.96 -2.47  -2.353
48 C -1.44 1.45 -2.01  0.740
49 O -1.45 0.44 -1.26  0.029
50 C -0.24 2.04 -2.51  1.164
51 C -0.30 3.15 -3.38  -1.169
52 C 0.80 3.62 -4.03  -0.997
53 C 2.03 2.97 -3.85  -0.666
54 C 2.15 1.93 -2.98  -0.337
55 C 1.03 1.43 -2.25  0.909
56 O 1.21 0.46 -1.44  -0.371
57 H -3.56 1.29 -2.08  0.410
58 H -2.85 1.97 -3.56  0.485
59 H -2.98 2.96 -2.08  0.412
60 H -1.25 3.65 -3.52  0.480
61 H 0.72 4.46 -4.71  0.422
62 H 2.90 3.31 -4.41  0.449
63 H 3.09 1.44 -2.81  0.442
64 C -6.35 5.00 6.11  -1.622
65 C -5.23 4.38 5.33  0.671
66 C -4.41 5.13 4.52  -0.831
67 C -3.39 4.55 3.78  1.408
68 C -2.52 5.40 2.91  -1.874
69 C -3.18 3.17 3.84  -0.660
70 Te -1.73 2.18 2.46  -0.073
71 N 0.00 1.12 0.96  1.130
72 C 0.73 2.17 1.07  -0.272
73 O 0.38 3.15 1.84  -0.682
74 C 2.07 2.43 0.44  1.267
75 C 3.03 1.44 0.23  -0.137
76 C 4.30 1.79 -0.20  -1.219
77 C 4.63 3.11 -0.43  -0.619
78 C 3.67 4.10 -0.25  -0.777
79 C 2.40 3.76 0.18  -0.767
80 C -0.65 1.68 4.23  0.753
81 C -0.33 2.70 5.12  -0.729
82 C 0.26 2.41 6.34  -0.734
83 C 0.52 1.10 6.68  -0.823
84 C 0.20 0.09 5.80  -0.281
85 C -0.40 0.36 4.57  0.340
86 C -0.80 -0.76 3.66  -0.632
87 C -3.99 2.40 4.67  1.033
88 C -3.80 0.92 4.82  -0.777
89 C -5.01 3.01 5.40  -0.935
90 H -6.11 6.03 6.38  0.397
91 H -6.54 4.44 7.02  0.376
92 H -7.26 5.01 5.52  0.291
93 H -4.57 6.20 4.45  0.429
94 H -2.48 6.42 3.29  0.432
95 H -2.94 5.44 1.90  0.326
96 H -1.51 4.99 2.85  0.315
97 H 2.79 0.41 0.39  0.674
98 H 5.05 1.01 -0.34  0.447
99 H 5.63 3.39 -0.74  0.416
100 H 3.92 5.13 -0.40  0.442
101 H 1.67 4.53 0.35  0.530
102 H -0.55 3.73 4.85  0.452
103 H 0.51 3.21 7.02  0.431
104 H 0.97 0.86 7.64  0.397
105 H 0.38 -0.94 6.07  0.447
106 H -0.06 -1.57 3.69  0.526
107 H -0.88 -0.40 2.64  -0.953
108 H -1.76 -1.18 3.97  0.590
109 H -2.80 0.71 5.19  -0.008
110 H -3.93 0.42 3.86  -0.004
111 H -4.52 0.51 5.52  0.463
112 H -5.64 2.41 6.04  0.371